Arrangement 1

10
Properties=species:S:1:pos:R:3 method="wB97M-V/def2-TZVPD" homo_energy_ev=-8.822 orbital_gap_ha=0.3335
H 1.408 2.492 0.221
N 0.716 1.769 -0.200
C 0.944 0.578 -0.330
P 2.009 -0.812 0.055
C 0.147 -0.626 -0.652
C -1.192 -0.724 -0.223
C -2.388 -0.628 -0.034
H 1.545 -1.035 1.278
H 0.365 -0.837 -1.801
H -3.284 -0.296 0.390


Arrangement 2

10
Properties=species:S:1:pos:R:3 method="wB97M-V/def2-TZVPD" homo_energy_ev=-8.115 orbital_gap_ha=0.3023
C 0.600 0.902 -0.410
C -0.567 0.121 -0.398
C 1.772 0.518 0.080
C -0.910 -1.130 -0.269
N 2.766 0.184 0.636
P -2.354 0.692 -0.669
H 0.728 1.952 -0.937
H -1.452 -2.135 -0.147
H 3.462 -0.554 0.240
H -2.339 0.709 0.680


Quick one: least stable of them? arrangement 2


Arrangement 1

16
Properties=species:S:1:pos:R:3 method="wB97M-V/def2-TZVPD" homo_energy_ev=-10.655 orbital_gap_ha=0.3951
B -1.096 0.016 2.004
C 0.462 1.193 -1.036
C 0.583 -1.311 -1.123
C 0.024 -0.182 0.991
C -0.129 -0.111 -0.489
H -2.215 -0.131 1.653
H -0.844 -0.133 3.152
H 1.485 1.330 -0.690
H -0.131 2.045 -0.705
H 0.463 1.182 -2.125
H 0.424 -1.306 -2.199
H 0.193 -2.242 -0.719
H 1.653 -1.267 -0.931
H 1.063 -0.170 1.304
H -0.746 1.240 1.663
H -1.191 -0.154 -0.749


Arrangement 2

16
Properties=species:S:1:pos:R:3 method="wB97M-V/def2-TZVPD" homo_energy_ev=-9.780 orbital_gap_ha=0.3570
B -1.166 -0.486 0.864
C 1.745 0.458 0.406
C -1.752 0.572 -0.481
C 1.284 -0.662 -0.473
C -0.101 -0.962 -0.141
H -1.876 -1.277 1.027
H -0.898 0.195 1.806
H 2.066 0.185 1.382
H 0.829 1.011 0.420
H 2.590 1.145 0.072
H -2.339 -0.159 -1.027
H -0.940 0.895 -1.096
H -2.407 1.248 0.059
H 1.421 -0.481 -1.656
H 1.786 -1.708 -0.264
H -0.455 -1.601 -0.878


Quick one: least stable of them? arrangement 2